(1)
{
  "formula": "C29H43LiN2O2P2Se2Te",
  "method": "ωB97M-V with the def2-TZVPD basis set",
  "multiplicity": 1,
  "total_charge": -2,
  "de_lowest_ev": 0.309,
  "max_force_ev_per_a": 0.82,
  "homo_lumo_gap_ev": 4.190,
  "e_homo_ev": -1.05,
  "species": ["Li", "C", "P", "C", "N", "C", "C", "C", "C", "C", "C", "N", "C", "P", "C", "C", "C", "C", "C", "C", "C", "C", "C", "H", "H", "H", "H", "H", "H", "H", "H", "H", "H", "H", "H", "H", "H", "H", "H", "H", "H", "H", "H", "H", "H", "H", "H", "H", "H", "H", "H", "O", "C", "C", "C", "O", "C", "Se", "C", "Se", "H", "H", "H", "H", "H", "H", "H", "H", "H", "H", "Te", "C", "C", "C", "C", "C", "C", "H", "H", "H", "H", "H"],
  "positions_angstrom": [[1.214, 1.437, -0.037], [0.477, -3.437, 1.480], [-0.371, -1.888, 0.944], [-1.434, -2.702, -0.358], [-2.088, -3.807, -0.036], [-2.757, -4.461, -1.010], [-3.486, -5.626, -0.695], [-4.145, -6.316, -1.680], [-4.101, -5.871, -3.012], [-3.405, -4.737, -3.343], [-2.721, -4.009, -2.349], [-2.022, -2.903, -2.686], [-1.410, -2.235, -1.723], [-0.419, -0.734, -2.178], [0.573, -1.542, -3.506], [-1.635, 0.311, -3.202], [-2.607, 0.871, -2.156], [-0.816, 1.453, -3.806], [-2.407, -0.400, -4.314], [-1.589, -1.619, 2.374], [-2.370, -2.849, 2.838], [-2.556, -0.540, 1.875], [-0.757, -1.073, 3.536], [-0.241, -4.239, 1.657], [1.069, -3.231, 2.370], [1.156, -3.720, 0.677], [-3.507, -5.960, 0.335], [-4.701, -7.211, -1.428], [-4.623, -6.427, -3.781], [-3.362, -4.388, -4.367], [1.270, -2.222, -3.017], [1.148, -0.788, -4.042], [-0.072, -2.102, -4.184], [-2.059, 1.423, -1.388], [-3.156, 0.061, -1.666], [-3.330, 1.549, -2.619], [-0.211, 1.963, -3.052], [-1.481, 2.194, -4.258], [-0.143, 1.087, -4.584], [-2.903, -1.290, -3.945], [-1.738, -0.691, -5.127], [-3.159, 0.283, -4.726], [-2.850, -3.351, 2.005], [-3.136, -2.540, 3.558], [-1.713, -3.562, 3.340], [-3.164, -0.918, 1.047], [-2.003, 0.334, 1.525], [-3.224, -0.220, 2.680], [-0.054, -1.824, 3.903], [-1.410, -0.790, 4.367], [-0.189, -0.186, 3.249], [-0.411, 6.560, 1.727], [0.386, 5.626, 2.459], [0.896, 4.430, 1.641], [-0.308, 3.696, 1.014], [-0.165, 2.279, 0.986], [1.835, 4.968, 0.552], [2.382, 3.719, -0.869], [1.674, 3.522, 2.596], [0.572, 2.706, 4.020], [0.073, 6.778, 0.924], [-0.241, 5.256, 3.269], [1.253, 6.145, 2.896], [-0.422, 4.021, -0.022], [-1.214, 3.962, 1.568], [-0.127, 2.023, 1.947], [2.752, 5.352, 1.003], [1.352, 5.789, 0.008], [2.453, 4.101, 3.093], [2.152, 2.709, 2.050], [2.582, -0.885, 0.263], [4.689, -0.623, 0.354], [5.511, -1.695, 0.713], [6.883, -1.544, 0.845], [7.471, -0.308, 0.610], [6.669, 0.766, 0.246], [5.297, 0.612, 0.121], [5.055, -2.660, 0.906], [7.497, -2.390, 1.139], [8.544, -0.185, 0.713], [7.117, 1.738, 0.068], [4.681, 1.462, -0.154]]
}



(2)
{
  "formula": "C29H43N3O5PPdSbTe",
  "method": "ωB97M-V with the def2-TZVPD basis set",
  "multiplicity": 1,
  "total_charge": -2,
  "de_lowest_ev": 0.000,
  "max_force_ev_per_a": 0.56,
  "homo_lumo_gap_ev": 4.147,
  "e_homo_ev": -0.16,
  "species": ["Pd", "C", "O", "C", "C", "C", "C", "C", "C", "N", "N", "C", "C", "C", "C", "O", "C", "N", "C", "C", "C", "C", "H", "H", "H", "H", "H", "H", "H", "H", "H", "H", "H", "H", "C", "C", "O", "P", "O", "Te", "O", "C", "C", "H", "H", "H", "H", "H", "H", "H", "H", "H", "H", "C", "C", "C", "Sb", "C", "C", "C", "C", "C", "C", "H", "H", "H", "H", "H", "H", "H", "H", "H", "H", "H", "H", "H", "H", "H", "H", "H", "H", "H", "H", "H"],
  "positions_angstrom": [[0.499, 0.022, 0.966], [-0.561, 9.336, -1.425], [-1.171, 9.104, -2.674], [-0.848, 7.923, -3.305], [-1.572, 7.615, -4.448], [-1.312, 6.445, -5.144], [-0.343, 5.551, -4.700], [0.399, 5.887, -3.571], [0.153, 7.058, -2.873], [-0.001, 4.422, -5.499], [0.111, 3.268, -5.009], [-0.317, 2.881, -3.751], [-1.398, 3.428, -3.042], [-1.844, 2.905, -1.856], [-1.218, 1.780, -1.221], [-1.635, 1.267, -0.172], [-0.040, 1.231, -1.932], [0.640, 0.225, -1.321], [1.639, -0.348, -1.954], [2.025, 0.025, -3.248], [1.393, 1.070, -3.858], [0.332, 1.725, -3.197], [-1.002, 10.250, -1.033], [0.521, 9.475, -1.523], [-0.748, 8.514, -0.729], [-2.340, 8.304, -4.780], [-1.872, 6.205, -6.040], [1.166, 5.207, -3.221], [0.741, 7.269, -1.990], [-1.938, 4.261, -3.473], [-2.715, 3.319, -1.363], [2.197, -1.096, -1.412], [2.847, -0.493, -3.724], [1.691, 1.423, -4.836], [5.500, 0.542, 2.830], [4.588, 1.705, 2.483], [3.227, 1.300, 2.517], [2.544, 0.884, 1.092], [3.562, 0.143, 0.280], [0.295, 0.200, 3.535], [2.434, 2.371, 0.385], [1.460, 3.282, 0.883], [1.307, 4.406, -0.121], [6.544, 0.870, 2.865], [5.390, -0.234, 2.075], [5.224, 0.130, 3.802], [4.849, 2.111, 1.502], [4.688, 2.507, 3.223], [1.777, 3.657, 1.863], [0.505, 2.765, 1.035], [2.271, 4.881, -0.315], [0.609, 5.157, 0.258], [0.911, 4.018, -1.061], [-4.004, -3.263, 1.102], [-2.611, -3.609, 1.618], [-2.595, -3.621, 3.143], [-1.110, -2.221, 0.816], [0.522, -3.662, 1.154], [1.109, -3.557, 2.559], [1.647, -3.496, 0.140], [-1.339, -2.762, -1.301], [-1.589, -4.238, -1.577], [-2.365, -1.864, -1.987], [-4.751, -3.968, 1.489], [-4.059, -3.284, 0.014], [-4.299, -2.262, 1.427], [-2.313, -4.592, 1.241], [-2.761, -2.620, 3.546], [-1.643, -3.974, 3.537], [-3.385, -4.278, 3.530], [0.054, -4.646, 1.026], [1.666, -2.624, 2.668], [1.794, -4.396, 2.741], [0.359, -3.542, 3.349], [2.108, -2.510, 0.253], [1.317, -3.612, -0.894], [2.434, -4.238, 0.326], [-0.355, -2.491, -1.696], [-2.574, -4.550, -1.219], [-0.845, -4.875, -1.092], [-1.555, -4.448, -2.654], [-3.382, -2.083, -1.651], [-2.343, -2.006, -3.074], [-2.172, -0.812, -1.773]]
}



(3)
{
  "formula": "C29H44B2CsF8N6S",
  "method": "ωB97M-V with the def2-TZVPD basis set",
  "multiplicity": 1,
  "total_charge": -1,
  "de_lowest_ev": 0.452,
  "max_force_ev_per_a": 2.91,
  "homo_lumo_gap_ev": 7.371,
  "e_homo_ev": -5.54,
  "species": ["Cs", "C", "C", "C", "C", "C", "C", "C", "H", "H", "H", "H", "H", "H", "H", "H", "C", "N", "C", "C", "N", "C", "C", "C", "C", "C", "C", "C", "C", "C", "N", "C", "N", "C", "C", "N", "C", "C", "C", "N", "C", "C", "H", "H", "H", "H", "H", "H", "H", "H", "H", "H", "H", "H", "H", "H", "H", "H", "H", "H", "H", "H", "H", "H", "H", "H", "H", "H", "H", "H", "H", "H", "F", "B", "F", "F", "F", "F", "B", "F", "F", "F", "C", "S", "C", "H", "H", "H", "H", "H", "H"],
  "positions_angstrom": [[-1.000, -1.683, 1.107], [0.099, -3.256, -3.789], [-1.045, -3.335, -2.778], [-1.226, -4.515, -2.072], [-2.232, -4.639, -1.165], [-3.047, -3.578, -0.903], [-2.821, -2.381, -1.596], [-1.820, -2.231, -2.512], [0.635, -2.269, -3.611], [-0.227, -3.228, -4.828], [0.845, -3.998, -3.664], [-0.712, -5.422, -2.360], [-2.358, -5.634, -0.664], [-3.901, -3.675, -0.248], [-3.526, -1.561, -1.369], [-1.802, -1.247, -2.979], [1.816, 0.499, 2.263], [1.509, 1.903, 1.994], [2.581, 2.842, 1.978], [0.432, 2.151, 1.181], [-0.046, 1.235, 0.457], [-1.186, 1.405, -0.334], [-2.410, 1.775, 0.224], [-3.441, 2.155, -0.658], [-3.241, 2.202, -2.013], [-2.068, 1.609, -2.587], [-1.960, 1.414, -4.001], [-0.806, 0.916, -4.509], [0.272, 0.484, -3.683], [0.135, 0.521, -2.305], [1.029, -0.255, -1.549], [2.299, -0.064, -1.533], [2.966, 1.062, -2.033], [2.434, 2.418, -2.111], [4.094, 0.816, -2.981], [3.142, -1.043, -1.057], [2.591, -2.376, -0.782], [4.249, -0.590, -0.190], [-1.072, 1.154, -1.748], [0.110, 3.489, 1.125], [-0.275, 4.209, -0.042], [-0.117, 4.203, 2.381], [2.814, 0.487, 2.764], [1.942, -0.097, 1.325], [1.000, -0.008, 2.829], [2.441, 3.700, 2.607], [2.848, 3.210, 0.954], [3.517, 2.380, 2.315], [-2.534, 1.836, 1.337], [-4.439, 2.381, -0.251], [-4.028, 2.594, -2.687], [-2.742, 1.718, -4.663], [-0.740, 0.676, -5.577], [1.104, 0.006, -4.122], [1.691, 2.538, -1.333], [1.953, 2.506, -3.092], [3.219, 3.078, -1.918], [3.977, -0.126, -3.501], [5.065, 0.800, -2.446], [4.012, 1.690, -3.615], [1.694, -2.540, -1.346], [2.377, -2.641, 0.269], [3.289, -3.163, -1.215], [4.190, 0.536, -0.253], [5.184, -0.999, -0.513], [4.003, -0.859, 0.891], [-0.037, 3.638, -0.987], [0.199, 5.237, -0.011], [-1.337, 4.374, -0.039], [0.072, 3.627, 3.303], [-1.163, 4.499, 2.461], [0.436, 5.176, 2.387], [3.370, -1.984, 2.605], [2.506, -2.847, 3.333], [2.186, -2.364, 4.618], [3.157, -4.112, 3.431], [1.326, -3.021, 2.598], [-3.201, -2.750, 2.676], [-4.558, -2.374, 2.348], [-4.454, -1.085, 1.812], [-5.421, -2.392, 3.423], [-4.977, -3.246, 1.290], [-0.970, -0.920, 4.750], [-1.517, 0.599, 4.026], [-3.234, 0.632, 4.536], [-1.759, -1.638, 4.796], [-0.592, -0.817, 5.749], [-0.149, -1.366, 4.134], [-3.282, 0.575, 5.687], [-3.772, -0.207, 4.023], [-3.567, 1.580, 4.237]]
}



(4)
{
  "formula": "C29H44Cl2CrO9P2Se",
  "method": "ωB97M-V with the def2-TZVPD basis set",
  "multiplicity": 2,
  "total_charge": -1,
  "de_lowest_ev": 0.143,
  "max_force_ev_per_a": 0.95,
  "homo_lumo_gap_ev": [7.574, 7.614],
  "e_homo_ev": [-5.36, -5.40],
  "species": ["Cr", "C", "C", "C", "C", "C", "C", "C", "Se", "C", "C", "C", "C", "C", "C", "O", "C", "C", "C", "C", "C", "C", "C", "C", "C", "O", "C", "C", "C", "C", "C", "C", "H", "H", "H", "H", "H", "H", "H", "H", "H", "H", "H", "H", "H", "H", "H", "H", "H", "H", "H", "H", "H", "H", "H", "H", "H", "H", "H", "H", "H", "H", "H", "H", "H", "H", "H", "H", "H", "H", "H", "H", "O", "P", "O", "O", "O", "P", "O", "O", "O", "H", "H", "Cl", "C", "Cl", "H", "H"],
  "positions_angstrom": [[-2.028, 1.910, -0.708], [-1.977, -5.496, -0.214], [-0.653, -4.851, -0.646], [-0.083, -5.656, -1.813], [0.342, -4.924, 0.521], [-0.902, -3.390, -1.020], [-1.365, -2.494, -0.058], [-1.608, -1.183, -0.399], [-2.119, 0.089, 0.934], [-0.363, 0.473, 1.563], [0.131, -0.153, 2.685], [1.439, 0.089, 3.096], [2.159, 1.006, 2.343], [1.672, 1.687, 1.220], [0.368, 1.384, 0.783], [-0.154, 1.867, -0.342], [2.625, 2.706, 0.571], [1.992, 3.574, -0.517], [3.136, 3.672, 1.654], [3.815, 1.958, -0.046], [2.012, -0.646, 4.309], [1.155, -0.346, 5.546], [1.996, -2.158, 4.043], [3.451, -0.228, 4.609], [-1.441, -0.681, -1.698], [-1.789, 0.573, -1.988], [-0.922, -1.549, -2.670], [-0.693, -2.878, -2.294], [-0.567, -1.156, -4.116], [-0.720, 0.334, -4.441], [0.907, -1.518, -4.373], [-1.459, -1.943, -5.087], [-1.820, -6.540, 0.073], [-2.704, -5.466, -1.028], [-2.412, -4.971, 0.639], [0.083, -6.688, -1.495], [0.874, -5.251, -2.152], [-0.767, -5.675, -2.664], [0.550, -5.967, 0.778], [-0.047, -4.432, 1.414], [1.284, -4.438, 0.257], [-1.526, -2.809, 0.968], [-0.505, -0.848, 3.222], [3.175, 1.225, 2.645], [1.138, 4.122, -0.119], [1.649, 2.988, -1.368], [2.743, 4.293, -0.858], [2.299, 4.192, 2.125], [3.795, 4.419, 1.203], [3.698, 3.160, 2.436], [3.469, 1.249, -0.802], [4.379, 1.401, 0.705], [4.498, 2.665, -0.527], [0.125, -0.680, 5.410], [1.134, 0.726, 5.750], [1.561, -0.858, 6.424], [0.982, -2.519, 3.860], [2.400, -2.703, 4.902], [2.598, -2.401, 3.165], [3.523, 0.839, 4.834], [4.118, -0.447, 3.772], [3.815, -0.779, 5.480], [-0.315, -3.546, -3.057], [-0.128, 0.959, -3.772], [-1.752, 0.670, -4.370], [-0.369, 0.492, -5.466], [1.556, -0.981, -3.678], [1.185, -1.233, -5.392], [1.101, -2.586, -4.260], [-2.509, -1.685, -4.934], [-1.354, -3.022, -4.954], [-1.194, -1.702, -6.120], [-3.525, 4.775, 2.172], [-3.052, 4.640, 0.628], [-2.584, 5.948, 0.130], [-2.119, 3.425, 0.592], [-4.407, 4.202, -0.119], [-4.996, 2.677, -0.132], [-4.692, 2.156, 1.359], [-6.431, 2.685, -0.425], [-4.004, 1.908, -1.024], [-3.457, 5.700, 2.423], [-5.079, 2.736, 2.023], [-1.897, 3.458, -2.605], [-0.797, 4.833, -2.278], [-0.484, 5.722, -3.777], [0.128, 4.415, -1.913], [-1.287, 5.474, -1.549]]
}



(5)
{
  "formula": "C29H44ClNO6PPdS2Si",
  "method": "ωB97M-V with the def2-TZVPD basis set",
  "multiplicity": 3,
  "total_charge": -1,
  "de_lowest_ev": 0.000,
  "max_force_ev_per_a": 0.72,
  "homo_lumo_gap_ev": [6.962, 7.330],
  "e_homo_ev": [-4.44, -5.04],
  "species": ["Pd", "S", "C", "N", "C", "C", "C", "C", "C", "C", "S", "H", "H", "H", "H", "C", "C", "C", "C", "O", "Si", "O", "O", "C", "C", "C", "C", "O", "C", "C", "C", "C", "H", "H", "H", "H", "H", "H", "H", "H", "H", "H", "H", "H", "H", "H", "H", "H", "H", "H", "H", "H", "H", "H", "H", "H", "H", "H", "H", "C", "P", "C", "C", "C", "C", "C", "C", "C", "H", "H", "H", "H", "H", "H", "H", "H", "H", "H", "H", "Cl", "C", "C", "O", "O", "H", "H"],
  "positions_angstrom": [[-0.567, 0.154, -0.277], [-0.924, -0.546, 2.225], [-1.724, -1.767, 1.355], [-1.713, -1.791, 0.050], [-2.447, -2.832, -0.488], [-2.619, -3.083, -1.848], [-3.415, -4.153, -2.224], [-4.029, -4.971, -1.270], [-3.853, -4.731, 0.085], [-3.058, -3.657, 0.468], [-2.668, -3.078, 2.064], [-2.111, -2.439, -2.560], [-3.557, -4.367, -3.278], [-4.646, -5.804, -1.590], [-4.326, -5.364, 0.827], [2.454, -2.540, 2.112], [3.164, -1.264, 2.561], [2.936, -1.039, 4.050], [4.660, -1.353, 2.261], [2.611, -0.113, 1.916], [2.243, 0.115, 0.320], [1.335, -0.939, -0.416], [3.721, 0.413, -0.370], [4.015, 0.492, -1.770], [3.096, 1.494, -2.463], [5.463, 0.957, -1.858], [3.858, -0.891, -2.401], [1.339, 1.539, 0.310], [1.484, 2.763, 1.036], [2.953, 3.064, 1.321], [0.900, 3.841, 0.131], [0.699, 2.662, 2.337], [2.839, -3.394, 2.677], [2.601, -2.717, 1.043], [1.380, -2.447, 2.284], [3.344, -1.869, 4.635], [1.863, -0.961, 4.244], [3.418, -0.110, 4.367], [5.095, -2.231, 2.745], [5.170, -0.455, 2.621], [4.822, -1.420, 1.183], [3.244, 2.498, -2.054], [2.047, 1.226, -2.322], [3.305, 1.515, -3.536], [5.565, 1.957, -1.427], [5.796, 0.984, -2.899], [6.104, 0.273, -1.296], [2.830, -1.239, -2.271], [4.534, -1.601, -1.913], [4.092, -0.855, -3.468], [3.530, 3.050, 0.393], [3.377, 2.319, 1.998], [3.035, 4.054, 1.777], [1.521, 3.958, -0.761], [0.834, 4.799, 0.654], [-0.092, 3.534, -0.200], [1.095, 1.842, 2.943], [-0.352, 2.452, 2.125], [0.771, 3.596, 2.902], [-2.867, 3.005, 0.261], [-2.675, 1.269, -0.295], [-3.447, 1.380, -1.948], [-3.998, 0.447, 0.669], [-4.766, -0.570, 0.103], [-5.714, -1.251, 0.857], [-5.910, -0.922, 2.191], [-5.141, 0.079, 2.770], [-4.186, 0.749, 2.018], [-2.502, 3.132, 1.280], [-3.916, 3.299, 0.207], [-2.271, 3.638, -0.397], [-4.492, 1.681, -1.860], [-3.369, 0.419, -2.457], [-2.881, 2.109, -2.526], [-4.608, -0.861, -0.930], [-6.287, -2.050, 0.400], [-6.644, -1.458, 2.782], [-5.268, 0.324, 3.818], [-3.563, 1.496, 2.494], [0.844, -0.370, -5.358], [-0.331, 0.798, -4.675], [-0.544, 0.600, -3.171], [-0.436, 1.634, -2.464], [-0.840, -0.542, -2.765], [-1.273, 0.637, -5.193], [0.043, 1.796, -4.871]]
}